96
Properties=species:S:1:pos:R:3:forces:R:3 method="wB97M-V/def2-TZVPD" charge=+2 de_lowest_kcal_mol=0.0
Au 0.135266 0.122617 1.496220 0.1 0.3 0.2
C -1.580256 4.874260 -3.343401 0.0 0.0 0.0
O -0.805567 5.078232 -2.156404 0.0 0.0 0.0
C -1.538941 5.545416 -1.089325 0.0 0.0 0.0
C -1.502355 6.894796 -0.774070 0.0 0.0 0.0
C -2.221851 7.377247 0.306984 0.0 0.0 0.0
C -2.980626 6.505729 1.077994 0.0 0.0 0.0
C -2.992229 5.154738 0.777596 0.0 0.0 0.0
C -2.265502 4.661860 -0.299182 0.0 -0.1 0.0
N -2.332342 3.261007 -0.592051 0.0 0.2 -0.1
C -1.322696 2.350925 -0.447340 0.1 -0.1 0.1
N -0.058847 2.839322 -0.570411 0.2 0.0 0.2
C 1.166636 2.160981 -0.470268 -0.3 0.0 -0.2
C 1.440809 0.973722 0.191302 -0.1 0.1 0.1
C 2.723661 0.429317 0.191439 0.0 -0.2 0.1
C 3.761234 1.074694 -0.445064 0.1 0.2 -0.2
C 3.529910 2.296512 -1.070701 0.0 -0.1 0.1
C 2.254058 2.834132 -1.077716 0.1 0.1 -0.1
O 1.930446 4.016701 -1.643262 0.0 -0.1 0.0
C 2.974908 4.813975 -2.197830 0.0 0.0 0.0
N -1.535381 1.083943 -0.269109 -0.2 -0.3 -0.2
C -2.857804 0.607393 -0.122826 0.1 0.2 0.2
C -3.599395 0.888101 1.031228 0.0 0.0 0.0
C -4.825450 0.295612 1.280940 0.1 0.0 0.0
C -5.338868 -0.615710 0.366419 0.0 0.0 0.0
C -4.633393 -0.888555 -0.793970 -0.1 0.0 0.0
C -3.415743 -0.269417 -1.055067 -0.3 0.0 -0.2
O -2.803142 -0.647806 -2.225612 0.4 -0.1 0.1
C -2.151013 0.340611 -3.031868 -0.2 0.1 -0.1
H -0.879385 4.609864 -4.130476 0.0 0.0 0.0
H -2.105227 5.791396 -3.613545 0.0 0.0 0.0
H -2.303838 4.069064 -3.201950 0.0 0.0 0.0
H -0.911592 7.553085 -1.397367 0.0 0.0 0.0
H -2.196025 8.432174 0.542982 0.0 0.0 0.0
H -3.554302 6.877273 1.915768 0.0 0.0 0.0
H -3.567461 4.463000 1.382778 0.0 0.0 0.0
H -3.248180 2.858155 -0.457980 0.0 0.0 0.0
H 0.014697 3.739085 -1.040022 0.0 0.0 0.0
H 2.941734 -0.473854 0.752784 0.0 0.1 0.0
H 4.756570 0.652410 -0.432891 0.0 0.0 0.0
H 4.343785 2.821918 -1.546252 0.0 0.0 0.0
H 2.498537 5.728498 -2.535212 0.0 0.0 0.0
H 3.441672 4.309224 -3.044692 0.0 0.0 0.0
H 3.725947 5.047601 -1.441491 0.0 0.0 0.0
H -3.159067 1.575103 1.746756 0.0 0.0 0.0
H -5.370377 0.532137 2.184754 0.0 0.0 0.0
H -6.293507 -1.092425 0.542694 0.0 0.0 0.0
H -5.028743 -1.561596 -1.544628 0.0 0.0 0.0
H -1.989137 -0.132621 -3.996240 0.0 0.0 0.0
H -1.206269 0.664429 -2.602021 0.0 -0.1 0.0
H -2.802240 1.207852 -3.166271 0.0 0.0 0.0
C 1.371986 -1.459942 5.339844 0.0 0.0 0.0
N 0.551368 -0.267084 5.501664 0.0 -0.1 0.0
C 0.799964 0.743650 6.405336 0.1 -0.1 -0.1
C -0.146752 1.683188 6.213678 -0.1 0.1 -0.1
N -0.958380 1.238788 5.193646 -0.2 -0.1 0.0
C -2.143378 1.947487 4.713400 0.1 0.0 0.0
C -0.526499 0.044448 4.763429 0.1 0.2 0.0
Se -1.283275 -0.976405 3.372955 0.1 0.1 -0.1
H 2.092974 -1.490436 6.151362 0.0 0.0 0.0
H 1.903992 -1.413144 4.391127 0.0 0.0 0.0
H 0.745076 -2.346969 5.379311 0.0 0.0 0.0
H 1.625859 0.706871 7.092647 0.0 0.0 0.0
H -0.311982 2.625779 6.704115 0.0 0.0 0.0
H -2.961636 1.821444 5.419948 0.0 0.0 0.0
H -2.422305 1.536565 3.749824 0.0 0.0 0.0
H -1.900953 3.000641 4.599522 0.0 0.0 0.0
F 4.420435 5.146887 2.828830 0.1 0.0 0.0
C 3.365300 4.346593 2.757821 0.0 0.0 0.0
C 2.128772 4.850825 2.388125 0.0 0.0 0.0
F 2.000927 6.140196 2.099524 0.0 0.1 0.0
C 1.033004 4.013436 2.307584 0.0 0.1 0.0
F -0.146084 4.521530 1.939500 0.0 0.0 0.0
C 1.128497 2.653417 2.598731 -0.1 0.1 -0.1
O 0.044704 1.879191 2.492606 -0.1 -0.4 0.0
C 2.373762 2.182945 2.990609 0.2 0.0 0.1
F 2.516370 0.870464 3.270560 0.0 0.0 0.1
C 3.485950 3.001738 3.058346 -0.1 0.0 0.0
F 4.662500 2.495115 3.414025 0.0 0.0 0.0
N -0.423049 -4.483885 0.335596 0.0 0.1 0.0
C 1.012276 -4.092015 0.544596 0.0 0.0 0.0
C 1.064701 -2.704631 1.162217 -0.1 0.0 -0.1
N 0.313150 -1.683562 0.392270 -0.1 0.0 0.0
C -1.031616 -2.130275 -0.048459 0.0 0.0 0.0
C -1.057915 -3.524736 -0.636156 0.0 0.0 0.0
H -0.921712 -4.437591 1.228918 0.0 -0.1 0.0
H -0.496432 -5.447429 0.004060 0.0 0.0 0.0
H 1.488757 -4.132495 -0.434456 0.0 0.0 0.0
H 1.486718 -4.820172 1.199401 0.0 0.0 0.0
H 2.106865 -2.397428 1.226966 0.0 0.0 0.0
H 0.654884 -2.719859 2.174657 0.0 0.0 0.0
H 0.847147 -1.383124 -0.424072 0.1 -0.1 0.0
H -1.381495 -1.440768 -0.813502 0.0 0.0 0.0
H -1.725003 -2.059628 0.793587 0.0 0.0 0.0
H -0.487933 -3.599446 -1.561894 0.0 0.0 0.0
H -2.083555 -3.835500 -0.824920 0.0 0.0 0.0

---

86
Properties=species:S:1:pos:R:3:forces:R:3 method="wB97M-V/def2-TZVPD" charge=0
Pt 0.028466 0.947615 -0.057058 -0.8 5.2 1.6
C -3.106234 1.115915 -3.396958 0.3 0.1 0.1
C -2.254034 0.040915 -2.713158 0.1 0.1 -0.1
C -1.922334 -1.070585 -3.703758 0.0 0.1 0.2
C -2.998334 -0.401985 -1.476258 0.1 0.4 0.4
C -3.863034 -1.479085 -1.478058 0.0 -0.1 0.1
C -4.636634 -1.769785 -0.364858 0.0 0.0 0.0
C -4.584334 -0.955085 0.749742 0.0 -0.2 -0.1
C -3.740134 0.141715 0.800342 0.6 0.2 -0.4
C -3.773734 1.070315 1.989442 -0.2 0.1 0.2
C -5.069334 1.889515 1.936742 0.2 0.1 -0.1
C -3.675434 0.343615 3.332042 0.1 0.1 -0.2
C -2.914034 0.398915 -0.313458 -1.4 -0.8 -0.3
N -1.990034 1.437015 -0.285858 1.4 -0.4 0.0
C -2.336234 2.735215 -0.329758 -0.3 -0.4 -0.5
O -3.449234 3.163315 -0.602758 0.1 0.4 0.3
C -1.177734 3.654415 -0.040758 -0.4 0.3 0.0
C -1.207434 5.042415 -0.094458 0.1 -0.4 0.2
C -0.049834 5.735215 0.234042 0.0 -0.1 0.0
C 1.104166 5.045915 0.583542 -0.2 -0.4 0.1
C 1.063466 3.657615 0.592842 0.4 0.3 0.1
N -0.065134 3.028915 0.307342 0.3 -1.9 -0.8
C 2.233866 2.744715 0.869142 0.3 -0.3 -0.1
O 3.310366 3.167015 1.264342 -0.1 0.3 0.1
N 1.941066 1.467015 0.591842 -1.1 -0.9 -0.6
C 2.837766 0.407915 0.749842 1.1 -0.5 0.2
C 2.707666 -0.439485 1.864342 -0.2 0.4 -0.3
C 3.550066 -1.532685 1.968542 0.0 -0.1 -0.1
C 4.483366 -1.805885 0.984142 0.0 -0.1 0.1
C 4.608766 -0.964985 -0.105358 0.0 0.0 -0.1
C 3.794666 0.147815 -0.248258 -0.4 0.3 0.4
C 3.970266 1.093215 -1.411258 0.1 0.0 -0.1
C 3.848166 0.366915 -2.751458 -0.1 0.2 0.2
C 5.302866 1.834715 -1.271958 -0.2 0.1 0.0
C 1.716466 -0.110085 2.956642 0.0 0.1 0.2
C 2.506266 0.434615 4.150642 -0.2 0.1 -0.1
C 0.851766 -1.302785 3.363342 0.1 0.2 -0.1
H -2.592134 1.511415 -4.270058 0.0 0.1 -0.2
H -3.314834 1.933115 -2.714058 -0.1 0.1 0.0
H -4.055434 0.688715 -3.713158 -0.1 -0.1 -0.1
H -1.303634 0.505615 -2.397058 -0.3 -0.1 -0.1
H -2.817834 -1.435985 -4.199458 -0.1 -0.1 -0.1
H -1.431034 -1.906185 -3.212958 0.1 -0.2 0.0
H -1.251534 -0.682485 -4.467658 0.0 0.0 -0.1
H -3.947534 -2.095285 -2.358158 0.0 -0.1 -0.1
H -5.298734 -2.622385 -0.379958 -0.1 -0.1 0.0
H -5.220434 -1.176085 1.591842 -0.1 0.0 0.2
H -2.928934 1.765115 1.927942 -0.1 -0.1 0.0
H -5.935934 1.233215 1.982642 -0.1 -0.1 0.0
H -5.115634 2.464415 1.014742 -0.1 0.0 0.0
H -5.110734 2.575715 2.780542 -0.1 0.1 0.1
H -4.554434 -0.270285 3.510542 -0.1 -0.1 0.1
H -3.611834 1.076915 4.134542 0.0 0.0 0.1
H -2.793534 -0.291285 3.369742 0.1 -0.1 0.1
H -2.121834 5.536215 -0.376058 -0.1 0.0 0.0
H -0.047734 6.814615 0.209542 0.0 0.1 0.0
H 2.021966 5.542215 0.849242 0.2 0.0 0.0
H 3.476166 -2.189085 2.822042 0.0 -0.1 0.1
H 5.124466 -2.670885 1.078642 0.1 0.0 0.0
H 5.362766 -1.172285 -0.850358 0.1 0.0 -0.1
H 3.171866 1.841915 -1.378658 0.1 -0.1 0.1
H 4.644266 -0.360285 -2.886458 0.1 -0.1 0.0
H 3.897966 1.085215 -3.567858 0.0 0.0 -0.1
H 2.891666 -0.151385 -2.803058 -0.1 -0.1 -0.1
H 6.139466 1.139515 -1.289758 0.1 -0.1 0.0
H 5.320066 2.380415 -0.330458 0.1 0.0 0.1
H 5.425566 2.547515 -2.085258 0.1 0.1 -0.1
H 1.035066 0.677515 2.593842 0.3 -0.2 0.1
H 3.167766 -0.336785 4.538342 0.1 -0.1 0.1
H 1.839466 0.747515 4.951242 -0.1 0.0 0.1
H 3.112466 1.285915 3.845142 0.1 0.1 0.0
H 1.452366 -2.141485 3.704642 0.1 -0.1 0.1
H 0.247666 -1.633385 2.522342 -0.1 -0.1 0.0
H 0.187466 -1.013585 4.175142 -0.1 0.0 0.1
Br -1.099234 -4.330985 1.114342 0.1 -0.2 -0.2
C -0.040234 -4.796785 -0.389958 -0.6 0.6 0.9
C 0.111566 -6.138085 -0.712958 0.1 0.1 -0.1
C 0.861666 -6.490185 -1.820058 0.0 0.0 0.0
C 1.452766 -5.511485 -2.600558 -0.1 0.0 0.2
C 1.303366 -4.174785 -2.265758 0.1 0.8 -0.1
C 0.560866 -3.821585 -1.157558 -0.3 0.7 0.1
I 0.335866 -1.607885 -0.619558 0.9 -2.6 -0.8
H -0.363434 -6.890485 -0.101958 0.0 0.0 0.1
H 0.978966 -7.531385 -2.074158 0.0 -0.1 0.0
H 2.029266 -5.784185 -3.470758 0.1 0.1 -0.1
H 1.757566 -3.405885 -2.866758 0.1 0.1 -0.1

---

| no. | HOMO-LUMO gap (eV) |
| --- | --- |
| 1 | 6.85 |
| 2 | 5.43 |